# 1
Formula: C4H3N3
Source: the OMol25 dataset
Level of theory: the ωB97M-V functional and the def2-TZVPD basis

## Properties
HOMO-LUMO gap in eV: 10.753
SMILES: N#CC1=NCC=N1
Relative energy (zero: lowest compared OMol25 entry of this formula, charge and spin) in kJ/mol: 92.0

XYZ file:
```
10
Properties=species:S:1:pos:R:3:forces:R:3
N 3.3912 -0.7791 0.3726 -0.9 0.2 -0.1
C 2.2725 -0.5186 0.2583 0.9 -0.3 0.1
C 0.8710 -0.2013 0.1304 0.1 0.1 0.2
N 0.4609 0.9871 -0.0956 0.3 -0.3 0.4
C -0.9691 0.8350 -0.2220 0.1 0.1 -0.1
C -1.2088 -0.6150 0.0746 0.1 0.1 -0.1
N -0.0987 -1.2297 0.2762 -0.2 0.2 -0.1
H -1.5529 1.5615 0.3521 0.2 -0.1 0.0
H -1.0809 1.0946 -1.2733 -0.8 -0.2 -0.3
H -2.1689 -1.1260 0.1152 0.2 0.1 0.0
```
Forces are in eV/Å.



# 2
Formula: H12O6
Source: the OMol25 dataset
Level of theory: the ωB97M-V functional and the def2-TZVPD basis

## Properties
HOMO-LUMO gap in eV: 11.335
SMILES: O.O.O.O.O.O
Relative energy (zero: lowest compared OMol25 entry of this formula, charge and spin) in kJ/mol: 164.1

XYZ file:
```
18
Properties=species:S:1:pos:R:3:forces:R:3
O 3.1308 2.2261 -0.5408 0.4 0.3 1.0
H 3.2768 2.3311 0.4162 -0.2 0.4 -0.5
H 3.2098 1.2791 -0.6118 -0.2 -0.5 -0.6
O -0.3812 2.5551 0.0792 -0.7 1.4 1.2
H -0.5352 1.8341 -0.4978 0.3 -1.6 -1.2
H -1.2812 2.8791 0.2422 0.5 0.2 0.1
O -2.3952 -0.6319 0.1802 0.5 -1.4 1.0
H -1.8212 -0.4859 0.9562 -0.4 0.0 -0.5
H -2.6172 0.2101 -0.1598 -0.3 1.4 -0.5
O 2.4068 -0.6249 -0.1548 -0.2 -0.4 -1.7
H 1.8098 -0.5139 0.5512 -1.5 0.2 1.4
H 3.2308 -0.5469 0.2702 1.9 -0.1 0.6
O -0.1032 -0.0509 -1.2588 -2.6 -0.1 -0.2
H -0.7202 -0.8209 -1.0768 1.8 1.2 -0.1
H 0.8248 -0.1769 -1.1438 0.8 -0.9 0.0
O -2.3272 -3.2209 1.0472 0.7 -1.2 1.2
H -3.1492 -3.6129 1.3372 -0.2 -0.1 0.1
H -2.5582 -2.6289 0.3652 -0.5 1.2 -1.2
```
Forces are in eV/Å.



# 3
Formula: C10H12Br3ClF2IMgN2O7
Source: the OMol25 dataset
Level of theory: the ωB97M-V functional and the def2-TZVPD basis

## Properties
HOMO-LUMO gap in eV: 1.057
Total charge: +1

XYZ file:
```
39
Properties=species:S:1:pos:R:3:forces:R:3
O 0.9891 -1.2681 0.4136 -3.3 -1.7 -4.9
C 0.2200 -1.6287 -0.5197 3.3 2.1 4.4
F 0.4976 -1.1250 -1.8213 -1.3 -1.6 2.4
C -0.9893 -2.6029 -0.1234 1.0 -0.5 -1.3
N -2.3393 -1.9799 -0.1592 -2.6 0.1 -1.1
C -3.3828 -2.8888 -0.6955 -3.0 6.3 2.0
C -4.6708 -1.9788 -0.5694 4.3 -1.2 0.6
N -4.2927 -0.6755 -0.0005 3.2 -3.7 -1.6
C -2.8385 -0.6745 0.2649 -2.3 -3.1 -1.1
I -1.6749 0.9197 1.1403 -1.4 -1.3 -0.8
H -0.7236 -3.1043 0.8766 -0.5 1.3 -1.3
H -0.9922 -3.4530 -0.9128 -0.2 1.5 1.3
H -3.2422 -3.9524 -1.0757 -0.1 1.9 0.8
H -5.7074 -2.3296 -0.8913 1.6 1.1 0.8
H -4.9815 0.0856 0.1691 1.1 -0.8 0.0
C -2.1078 5.6139 1.7460 -0.1 0.1 0.0
Br -1.5672 6.1830 -0.0287 -0.1 -0.2 0.3
Br -3.8645 4.7919 1.7371 0.4 0.1 0.0
Br -0.7802 4.4651 2.5700 -0.2 0.0 -0.2
H -2.1781 6.5105 2.3615 0.0 -0.3 -0.1
O 7.1241 -2.3080 -3.6628 -0.2 -1.4 0.8
C 5.9586 -2.0670 -3.3972 -0.9 0.9 -0.8
O 4.9119 -2.7972 -3.8497 1.6 0.0 0.3
C 3.6841 -2.1768 -3.4377 -1.1 0.2 0.1
C 4.0521 -1.3269 -2.2472 -0.3 0.2 0.5
C 5.4706 -0.9096 -2.5696 -0.2 -0.1 0.3
H 3.2974 -1.5826 -4.2700 0.1 -0.1 0.0
H 2.9518 -2.9441 -3.1819 0.2 -0.1 -0.2
H 3.3729 -0.4878 -2.0910 0.0 -0.2 0.0
H 4.0473 -1.9384 -1.3383 -0.1 0.1 0.0
H 5.5009 -0.0002 -3.1751 0.2 0.0 0.0
H 6.0704 -0.7915 -1.6659 0.2 0.2 -0.3
O -2.0118 3.9729 6.4367 -0.3 0.1 -0.3
Cl -3.0096 4.9597 6.0870 0.1 0.3 0.3
O -2.4708 5.8546 5.0871 0.0 -0.2 0.1
O -3.3768 5.7147 7.2620 0.0 -0.3 -0.5
O -4.1797 4.2923 5.5589 0.2 0.0 0.2
F -3.8961 -2.4631 1.8424 0.0 -0.2 0.0
Mg 7.1289 -3.9093 -1.8695 0.4 0.2 -0.5
```
Forces are in eV/Å.



Number 1: E_HOMO -11.1 eV. Number 2: E_HOMO -11.1 eV. Number 3: E_HOMO -10.0 eV.